# 1
DFT (ωB97M-V/def2-TZVPD) results for a 13-piece molecular cluster, C32H64F8N6O28PS4 overall at a distorted geometry.

```
! wB97M-V def2-TZVPD RIJCOSX def2/J DEFGRID3
* xyz -1 1
P 23.77465 24.42960 16.85288
F 24.78437 24.09057 18.05164
F 22.61246 23.75560 17.68221
F 23.32091 25.82102 17.47401
F 22.78991 24.53108 15.50810
F 25.00466 25.19373 15.99770
F 24.24034 23.02508 16.27768
C 21.12461 20.38113 22.90101
C 21.44592 18.93742 23.30260
O 22.36360 18.67412 24.06995
N 20.64845 17.95759 22.83489
C 20.99127 16.46924 22.99201
H 21.49494 20.58821 21.89698
H 21.54874 21.09155 23.61060
H 20.06891 20.60350 23.05639
H 19.79148 18.26974 22.40101
H 22.00663 16.33777 23.36598
H 20.83930 15.94936 22.04611
H 20.38563 16.01682 23.77725
C 20.39304 17.95355 16.57867
C 19.45791 16.91430 17.30309
O 18.39594 17.21978 17.83421
N 19.90064 15.64678 17.40899
C 21.06903 15.00321 16.84283
H 19.75483 18.46164 15.85573
H 21.28910 17.52052 16.13407
H 20.65435 18.75062 17.27473
H 19.18410 15.03874 17.77904
H 21.26302 15.14064 15.77907
H 21.04486 13.92781 17.01903
H 21.89985 15.51593 17.32755
C 32.34702 28.93492 15.89660
C 31.40719 28.17729 15.07954
O 31.70288 26.96623 14.98587
N 30.49081 28.84592 14.36006
C 29.63876 28.17645 13.43831
H 33.38089 28.62418 15.74609
H 32.08619 28.83390 16.95010
H 32.32861 30.01525 15.75294
H 30.24775 29.76894 14.69028
H 28.61569 28.55149 13.46608
H 29.66669 27.08750 13.47725
H 29.90587 28.60765 12.47352
C 31.10795 24.41669 20.74894
C 32.26856 23.40237 20.95509
O 32.39707 22.80072 21.95847
N 33.08945 23.33423 19.93218
C 34.28119 22.44610 19.82864
H 30.95683 24.94560 21.68996
H 30.16045 23.92542 20.52761
H 31.28718 25.14647 19.95938
H 32.93444 23.99083 19.18055
H 34.21209 21.60246 20.51536
H 35.21529 23.00779 19.83696
H 34.15932 22.00203 18.84069
C 26.99267 21.67367 24.42300
C 27.73716 20.59218 25.16670
O 28.89150 20.74125 25.58241
N 27.16696 19.41028 25.15699
C 27.67621 18.25697 25.96258
H 26.90779 21.69603 23.33654
H 27.48855 22.61689 24.65221
H 26.01633 21.75955 24.89995
H 26.21028 19.39387 24.83357
H 27.08143 17.40379 25.63636
H 27.48496 18.38267 27.02828
H 28.70159 17.89515 25.88655
C 27.00152 29.65489 20.18155
C 26.49681 29.76499 21.65015
O 27.01090 29.22523 22.61926
N 25.50941 30.61047 21.82439
C 24.48547 30.89734 20.82190
H 26.34282 29.03883 19.56944
H 27.96902 29.15538 20.23187
H 27.12548 30.63947 19.73063
H 25.30555 30.85109 22.78389
H 24.89952 31.81795 20.41063
H 23.56314 31.13019 21.35405
H 24.30211 30.19361 20.00997
C 22.63154 23.88873 10.21071
C 23.73957 22.93162 10.44292
O 24.86286 23.79506 10.48619
C 24.58916 24.93890 9.88363
O 25.41256 25.78758 9.65393
O 23.26432 24.98976 9.50760
F 23.80880 22.09428 9.36230
H 22.15547 24.17322 11.14907
H 21.79925 23.41284 9.69214
H 23.48100 22.30483 11.29637
C 17.31970 23.61172 18.52262
C 16.27332 23.10847 19.38311
O 14.96729 23.57249 18.97000
C 15.22899 24.36669 17.93196
O 14.40286 24.98652 17.29898
O 16.58370 24.48220 17.69280
F 16.57891 23.59186 20.59588
H 17.87593 22.92529 17.88424
H 18.11214 24.05141 19.12827
H 16.43315 22.03871 19.51789
C 22.83585 29.78143 13.22335
C 23.14311 30.22561 14.69163
O 23.33760 31.59043 14.70336
S 23.25976 32.27465 13.16362
O 24.44916 33.14342 12.94621
O 21.87704 32.79822 13.02398
O 23.49649 30.78704 12.51422
H 21.78831 29.85855 12.93210
H 23.26048 28.79751 13.02410
H 24.05786 29.77947 15.08187
H 22.29617 29.97940 15.33208
C 21.38425 26.60434 23.13952
C 22.29031 26.83377 24.38135
O 21.70670 25.96909 25.32889
S 20.10654 26.03858 25.24991
O 19.68912 27.32343 25.82346
O 19.47287 24.78856 25.69267
O 20.10122 26.24275 23.54534
H 21.82604 25.72763 22.66592
H 21.33611 27.49229 22.50917
H 22.19466 27.85430 24.75212
H 23.34372 26.55560 24.34922
C 28.89069 21.33611 14.12141
C 29.36719 21.77793 15.52743
O 30.12569 20.69297 16.05894
S 30.99756 19.96429 14.87049
O 31.26339 18.59684 15.26612
O 32.09082 20.84808 14.41606
O 29.70763 20.14201 13.83045
H 29.18063 22.03571 13.33744
H 27.82141 21.20731 13.95368
H 28.48723 21.95821 16.14490
H 29.92133 22.71585 15.56429
C 25.69104 17.96846 19.47188
C 26.29814 17.21060 18.28519
O 26.29033 15.82793 18.67910
S 25.94283 15.56193 20.24611
O 27.18814 15.65076 21.04673
O 25.07329 14.41971 20.43277
O 25.19043 16.95630 20.30351
H 24.82410 18.56457 19.18699
H 26.35634 18.65571 19.99454
H 27.31300 17.53100 18.04962
H 25.66136 17.42424 17.42672
*
```

Summary:
- molar mass (g mol⁻¹) = 1292.10
- maximum force (eV/Å) = 4.423
- highest occupied orbital energy (eV) = -7.83

=====

# 2
DFT (ωB97M-V/def2-TZVPD) results for C36H39BrN5O5P2Tl as an isolated structure at a distorted geometry.

```
! wB97M-V def2-TZVPD RIJCOSX def2/J DEFGRID3
* xyz 2 1
Tl -16.78500 -15.40762 6.19034
C -13.99568 -14.12227 8.10702
O -14.70595 -13.75115 6.93198
C -14.63287 -12.41265 6.56084
C -14.17804 -11.39343 7.38794
C -14.04882 -10.11643 6.87740
Br -13.40609 -8.64776 7.88107
C -14.34060 -9.87022 5.53686
C -14.78035 -10.87884 4.69116
C -14.88486 -12.16331 5.24053
O -15.20460 -13.26082 4.46964
C -15.08124 -10.62304 3.26149
N -14.37059 -9.95509 2.44228
C -15.09172 -9.93843 1.25095
C -14.84966 -9.31553 0.03147
C -15.72091 -9.50251 -1.01103
C -16.86297 -10.30114 -0.86185
C -17.20356 -10.87234 0.35337
C -16.27427 -10.69912 1.36866
N -16.23050 -11.23442 2.70146
H -12.94034 -13.84624 7.99296
H -14.02477 -15.21301 8.20377
H -14.40743 -13.62289 8.97026
H -13.93159 -11.56739 8.40634
H -14.26005 -8.87385 5.10676
H -15.49841 -13.00401 3.59216
H -13.95281 -8.69633 -0.06799
H -15.53178 -9.07935 -1.99485
H -17.54592 -10.31997 -1.71970
H -18.09541 -11.48453 0.44650
H -17.07652 -11.39240 3.24163
N -14.19179 -16.39817 5.29959
C -13.89136 -17.08515 4.01832
C -15.10658 -16.87739 3.15317
O -14.10931 -18.68637 1.35615
O -15.35636 -15.86656 2.55273
H -13.94789 -15.41899 5.22988
H -13.70125 -16.83698 6.06071
H -13.68267 -18.15251 4.15324
H -13.07895 -16.64186 3.48286
N -15.98338 -19.65453 3.66677
P -16.42400 -18.22585 2.96328
C -18.07564 -17.58413 3.46537
C -19.00660 -18.49262 3.97600
C -20.24531 -18.03239 4.33870
C -20.58365 -16.67345 4.21227
C -19.71730 -15.80706 3.57836
C -18.41269 -16.23973 3.24171
C -16.43878 -18.66395 1.23820
C -15.20502 -18.92007 0.57531
C -15.20090 -19.21896 -0.75569
C -16.41481 -19.38536 -1.38948
C -17.62026 -19.18731 -0.76791
C -17.66809 -18.80516 0.54609
C -15.86943 -19.80681 5.04829
C -15.55295 -21.02315 5.61006
C -15.45242 -21.06947 6.98671
C -15.58837 -19.88888 7.73045
C -15.93918 -18.75172 7.07463
N -16.07266 -18.69795 5.72821
H -15.93436 -20.48155 3.05552
H -18.75279 -19.52742 4.10400
H -21.03611 -18.70888 4.74650
H -21.57310 -16.38529 4.48066
H -20.07546 -14.80507 3.39530
H -17.75571 -15.54626 2.74970
H -13.26205 -18.88768 0.89417
H -14.25098 -19.37233 -1.28068
H -16.41011 -19.66476 -2.49426
H -18.52865 -19.29219 -1.35419
H -18.59295 -18.53508 1.01986
H -15.41716 -21.89582 4.96160
H -15.13186 -21.96873 7.55169
H -15.41016 -19.94619 8.79392
H -16.12311 -17.82745 7.64206
C -17.69759 -17.14786 10.89868
P -17.73888 -15.66469 9.86064
C -17.41952 -14.28843 10.94189
C -19.47648 -15.54424 9.27320
O -16.74747 -15.73056 8.69417
H -18.36805 -17.00267 11.74310
H -16.65842 -17.32938 11.20686
H -18.04638 -18.04797 10.31723
H -18.08763 -14.29661 11.78617
H -17.52467 -13.34899 10.39046
H -16.39704 -14.31315 11.30180
H -20.18740 -15.61257 10.10147
H -19.67728 -16.39253 8.60982
H -19.66969 -14.59593 8.74436
*
```

Summary:
- molar mass (g mol⁻¹) = 967.97
- maximum force (eV/Å) = 2.623
- highest occupied orbital energy (eV) = -12.07
- energy above the lowest of the compared OMol25 structures with the same formula, charge and spin (kJ/mol) = 102.1

=====

# 3
DFT (ωB97M-V/def2-TZVPD) results for C17H27F6N2O11S4Y as an isolated structure at a distorted geometry.

```
! wB97M-V def2-TZVPD RIJCOSX def2/J DEFGRID3
* xyz 2 1
Y -0.30599 -0.10911 -0.16995
O -2.16294 2.94670 2.93480
C -1.59219 2.27537 1.94800
O -1.81705 1.12119 1.67105
C -0.62749 3.10759 1.15989
C -0.21732 4.38284 1.51302
C 0.63403 5.05458 0.64667
C 0.96777 4.46818 -0.56550
C 0.47497 3.20389 -0.83186
N -0.25270 2.51556 0.03628
C 0.52019 2.45898 -2.13416
O 0.88689 3.02999 -3.24724
O 0.08999 1.32345 -2.14171
H -2.82359 2.39039 3.38191
H -0.56354 4.83650 2.43118
H 1.00166 6.04198 0.89345
H 1.59210 5.00002 -1.27315
H 1.27318 3.91135 -3.13584
F -1.16736 -3.55809 -3.69591
C 0.03672 -3.03462 -3.86797
F 0.33195 -2.95184 -5.14205
F 0.93900 -3.76749 -3.23164
S -0.01094 -1.34555 -3.14184
O -0.33255 -1.61023 -1.70675
O -1.01251 -0.62928 -3.85523
N 1.46747 -0.87357 -3.31083
S 2.38417 -0.21629 -2.22480
O 1.81061 -0.28146 -0.85454
O 2.95295 1.04176 -2.57753
C 3.76530 -1.42624 -2.17117
F 4.60765 -1.04281 -1.22466
F 3.27935 -2.62922 -1.87572
F 4.36273 -1.45819 -3.33815
C -2.28007 -2.43488 1.78688
O -2.13261 -1.56261 0.65430
C -3.43222 -1.17142 0.17201
C -3.30136 -0.56429 -1.18849
O -2.47034 0.60356 -1.07327
C -2.75479 1.58238 -2.09387
H -2.81832 -3.33248 1.48594
H -2.83759 -1.92354 2.57293
H -1.29458 -2.70160 2.14857
H -3.86390 -0.45663 0.87390
H -4.07621 -2.04977 0.10592
H -4.28913 -0.28367 -1.55136
H -2.85952 -1.26852 -1.89272
H -2.31094 1.29456 -3.04329
H -2.35232 2.53176 -1.74972
H -3.83439 1.67564 -2.19730
C 0.58543 -0.71878 4.06314
S 1.61352 0.26666 2.98795
C 1.45183 1.79855 3.87469
O 0.79930 0.47277 1.70851
H 0.94484 -0.60202 5.08628
H 0.66340 -1.75847 3.75204
H -0.43865 -0.35571 3.95827
H 1.98923 1.69978 4.81878
H 0.39579 2.00820 4.05149
H 1.91783 2.57472 3.26869
C 2.78684 -2.39989 1.26204
S 0.98889 -2.55607 1.08826
C 0.85105 -4.12097 0.19987
H 3.08234 -2.66456 2.27489
H 3.09039 -1.38288 1.03095
H 3.26018 -3.07951 0.55949
H 1.18240 -4.00280 -0.82728
H -0.19480 -4.42418 0.21722
H 1.44600 -4.86966 0.71623
*
```

Summary:
- molar mass (g mol⁻¹) = 766.57
- maximum force (eV/Å) = 2.040
- highest occupied orbital energy (eV) = -14.38
- energy above the lowest of the compared OMol25 structures with the same formula, charge and spin (kJ/mol) = 37.9

=====

# 4
DFT (ωB97M-V/def2-TZVPD) results for C6H22CoO6 as an isolated structure at a distorted geometry.

```
! wB97M-V def2-TZVPD RIJCOSX def2/J DEFGRID3
* xyz 0 4
Co -3.96258 -11.22621 0.51911
C -4.01433 -9.62893 -1.84624
O -4.18279 -10.87903 -1.29531
H -4.38363 -9.47271 -2.87259
H -4.34927 -8.79526 -1.23540
H -2.96923 -9.36418 -1.93887
C -5.08546 -9.02446 2.54114
O -4.24674 -10.04755 2.20226
H -6.03073 -8.93938 1.96430
H -5.48842 -9.16175 3.54626
H -4.55760 -8.05598 2.47891
C -3.69809 -12.92358 4.67412
O -4.03696 -12.46906 3.39691
H -2.77488 -12.43469 5.04791
H -4.48149 -12.61084 5.38379
H -3.50775 -13.98514 4.69670
H -4.36063 -11.49041 3.32667
C -3.68922 -14.36112 -0.22026
O -3.23877 -13.01730 -0.47263
H -2.91153 -15.06899 -0.52604
H -3.94511 -14.42954 0.83202
H -4.57889 -14.53664 -0.79043
H -3.66623 -12.62038 -1.24593
C -1.64407 -9.29894 1.23690
O -1.93238 -10.57488 0.63282
H -1.89833 -8.51113 0.60339
H -2.29069 -9.29659 2.13054
H -0.61409 -9.13311 1.60523
H -1.10948 -10.95972 0.40380
C -6.77219 -12.18344 2.08761
O -5.98012 -12.14338 0.85903
H -6.39043 -11.36815 2.73148
H -7.84538 -11.97586 1.91513
H -6.61249 -13.10311 2.60269
H -6.42575 -12.73258 0.20910
*
```

Summary:
- molar mass (g mol⁻¹) = 249.17
- maximum force (eV/Å) = 2.638
- highest occupied orbital energy (spin up / spin down) (eV) = -8.28 / -8.29
- expectation value of S² = 3.76

=====

# 5
DFT (ωB97M-V/def2-TZVPD) results for one molecule with the formula C2H3N3O at a distorted geometry.

```
! wB97M-V def2-TZVPD RIJCOSX def2/J DEFGRID3
* xyz 0 1
O -2.08602 -0.02604 -0.26552
C -0.77897 -0.38047 -0.02360
N -0.23036 -1.46865 0.21730
N 1.96537 -0.37212 -0.01017
N 1.32173 0.70152 0.01508
C 0.08457 0.87297 -0.12561
H -2.63536 -0.82420 -0.24102
H 2.63283 -0.36291 0.77966
H -0.27653 1.86367 -0.34296
*
```

Summary:
- molar mass (g mol⁻¹) = 85.07
- maximum force (eV/Å) = 1.485
- highest occupied orbital energy (spin up / spin down) (eV) = -8.89 / -9.83
- energy above the lowest of the compared OMol25 structures with the same formula, charge and spin (kJ/mol) = 426.0

=====

# 6
DFT (ωB97M-V/def2-TZVPD) results for one molecule with the formula C4H5ClN2O at a distorted geometry.

```
! wB97M-V def2-TZVPD RIJCOSX def2/J DEFGRID3
* xyz 0 1
O 1.53345 0.30493 1.69626
C 0.46722 -0.05329 0.86116
Cl -0.11723 -1.86589 1.49510
C -0.80169 0.73666 0.89821
N -1.58932 0.92965 -0.10685
C -1.33651 0.34070 -1.35986
C -0.06636 -0.10508 -1.51564
N 0.82474 -0.22998 -0.47184
H 2.21240 -0.41997 1.79433
H -0.92472 1.15823 1.93214
H -2.05971 0.45188 -2.02014
H 0.27067 -0.41318 -2.47897
H 1.58707 -0.83465 -0.72388
*
```

Summary:
- molar mass (g mol⁻¹) = 132.55
- maximum force (eV/Å) = 6.617
- highest occupied orbital energy (eV) = -8.75
- energy above the lowest of the compared OMol25 structures with the same formula, charge and spin (kJ/mol) = 152.1
- structure (SMILES) = O[C@@]1(Cl)C=NC=CN1